[1]
Computed, not measured: a molecular structure, C15H33O6V, with ωB97M-V with the def2-TZVPD basis set.

Total charge ... 0
2S+1 ... 3
Gap between HOMO and LUMO (spin up / spin down) ... 8.0 / 8.1 eV
E_HOMO (spin up / spin down) ... -7.426 / -7.565 eV

```
55
Properties=species:S:1:pos:R:3:mulliken_charge:R:1
V 0.29 0.06 -0.31 1.31
C 3.07 1.98 -3.08 -1.15
C 2.85 0.69 -2.29 -0.29
O 1.94 0.79 -1.26 -0.40
H 3.68 1.88 -3.98 0.37
H 3.54 2.68 -2.38 0.25
H 2.10 2.31 -3.46 0.25
H 3.84 0.43 -1.90 0.27
H 2.54 -0.13 -2.97 0.22
C -2.40 -1.74 2.38 -0.87
C -2.54 -0.48 1.56 -0.37
O -1.54 -0.16 0.66 -0.19
H -1.60 -1.69 3.14 0.16
H -2.18 -2.66 1.85 0.02
H -3.29 -1.84 3.01 0.40
H -2.46 0.37 2.28 0.07
H -3.58 -0.45 1.17 0.33
C -0.66 -3.79 -0.01 -0.79
C 0.75 -3.30 -0.37 -0.52
O 0.88 -1.92 -0.35 -0.43
H -0.82 -3.84 1.06 0.19
H -0.77 -4.80 -0.41 0.48
H -1.39 -3.19 -0.57 0.03
H 1.01 -3.70 -1.36 0.28
H 1.45 -3.74 0.35 0.28
C -2.65 -1.63 -2.59 -1.00
C -1.48 -0.79 -2.98 1.01
O -0.89 -0.14 -2.16 -0.53
C -0.95 -0.89 -4.38 -1.22
H -2.84 -1.41 -1.54 -0.03
H -2.40 -2.68 -2.75 0.35
H -3.55 -1.40 -3.18 0.44
H -1.43 -0.09 -4.94 0.35
H -1.06 -1.86 -4.85 0.36
H 0.12 -0.66 -4.38 0.26
C 0.60 4.38 0.00 -1.26
C -0.26 3.26 0.52 0.92
O -0.13 2.16 0.05 -0.37
C -1.33 3.51 1.54 -0.92
H 1.48 3.93 -0.46 0.29
H 0.88 5.16 0.70 0.39
H 0.05 4.92 -0.78 0.32
H -1.49 2.62 2.13 0.01
H -2.21 3.86 1.00 0.32
H -1.00 4.30 2.22 0.39
C 2.47 -0.94 3.25 -1.30
C 1.48 0.11 2.83 0.85
O 1.28 0.27 1.65 -0.48
C 0.67 0.82 3.88 -0.81
H 3.46 -0.45 3.33 0.35
H 2.65 -1.73 2.53 0.29
H 2.29 -1.30 4.26 0.41
H -0.22 0.21 4.02 0.12
H 0.46 1.82 3.51 0.13
H 1.29 0.90 4.77 0.45
```

[2]
Computed, not measured: a molecular structure, C23H47ClN5O6PPtSi, with ωB97M-V with the def2-TZVPD basis set.

Total charge ... 0
Gap between HOMO and LUMO ... 7.7 eV
E_HOMO ... -7.695 eV

```
85
Properties=species:S:1:pos:R:3:mulliken_charge:R:1
Pt -0.04 -0.21 -0.17 0.09
O -3.50 1.53 -1.43 -0.69
Cl -2.95 0.63 -0.48 1.95
O -3.90 -0.33 -0.04 -0.65
O -2.34 1.31 0.61 -0.63
O -1.84 -0.11 -1.22 -1.22
N -0.70 -1.84 0.58 1.20
P -0.63 -3.00 1.60 -1.52
N 0.60 -4.12 1.50 1.11
C 1.20 -4.54 0.24 0.42
C 2.72 -4.53 0.31 -0.61
C 3.22 -5.35 1.50 -1.11
C 2.55 -4.88 2.79 -0.67
C 1.04 -4.93 2.63 -0.94
N -2.02 -3.91 1.50 0.42
C -2.04 -5.30 1.07 -0.84
C -2.32 -5.42 -0.43 -0.02
C -3.62 -4.72 -0.78 -1.32
C -3.63 -3.28 -0.27 0.16
C -3.29 -3.24 1.22 -0.78
N -0.58 -2.51 3.19 0.66
C 0.44 -1.54 3.56 -0.48
C -0.12 -0.13 3.68 0.14
C -1.30 -0.11 4.65 -1.21
C -2.34 -1.14 4.24 -0.19
C -1.71 -2.52 4.11 -1.13
H 0.82 -3.89 -0.55 -0.91
H 0.86 -5.56 0.01 0.35
H 3.07 -3.50 0.43 0.07
H 3.14 -4.91 -0.62 0.45
H 4.30 -5.28 1.57 0.43
H 2.97 -6.41 1.34 0.41
H 2.86 -3.86 3.02 0.25
H 2.85 -5.52 3.62 0.40
H 0.52 -4.59 3.52 0.39
H 0.74 -5.98 2.45 0.42
H -2.83 -5.81 1.62 0.57
H -1.10 -5.78 1.33 0.08
H -2.35 -6.48 -0.71 0.48
H -1.49 -4.97 -0.98 -0.13
H -4.45 -5.27 -0.32 0.36
H -3.79 -4.74 -1.86 0.44
H -4.60 -2.81 -0.44 0.57
H -2.88 -2.69 -0.79 -0.36
H -4.08 -3.75 1.80 0.45
H -3.24 -2.21 1.56 -0.01
H 1.24 -1.57 2.81 -0.38
H 0.89 -1.84 4.51 0.52
H -0.47 0.21 2.70 -0.38
H 0.66 0.56 4.01 0.49
H -1.74 0.89 4.70 0.48
H -0.94 -0.34 5.66 0.36
H -2.78 -0.84 3.28 -0.02
H -3.16 -1.18 4.97 0.46
H -2.43 -3.26 3.77 0.45
H -1.34 -2.84 5.09 0.48
C 2.63 -1.63 -1.90 -0.93
Si 0.88 -1.03 -2.17 0.70
C 0.95 0.34 -3.44 -1.19
C -0.28 -2.36 -2.74 -0.56
H 2.99 -2.03 -2.85 0.50
H 2.71 -2.41 -1.16 -0.08
H 3.29 -0.82 -1.61 0.34
H 1.34 -0.12 -4.36 0.55
H 1.62 1.14 -3.16 0.07
H -0.03 0.75 -3.68 0.34
H 0.09 -2.76 -3.69 0.62
H -1.28 -1.96 -2.90 0.19
H -0.36 -3.16 -2.02 -0.27
O 3.73 -1.01 1.51 -0.65
C 2.68 -0.64 1.12 0.74
N 1.64 -0.15 0.82 0.11
C 0.36 3.78 -2.08 -0.61
C 1.37 3.96 -0.96 -0.70
C 1.57 2.54 -0.41 -0.56
O 0.41 1.80 -0.86 0.22
C -0.53 2.69 -1.52 -0.75
H 0.84 3.44 -3.00 0.24
H -0.20 4.68 -2.29 0.40
H 0.97 4.61 -0.18 0.32
H 2.31 4.39 -1.30 0.36
H 1.61 2.49 0.67 0.26
H 2.45 2.04 -0.82 0.36
H -1.23 3.07 -0.77 0.35
H -1.08 2.10 -2.25 0.33
```

F_max
In order: 2.57, 0.80
Unit: eV/Å
Calculated total energy
In order: -54061.8249, -77280.1275
Unit: eV
Energy relative to the best compared isomer or geometry (same formula, charge and spin)
In order: 7.2, 4.8
Unit: kcal/mol